1.
Formula: C33H77F6N5O14P
Source: OMol25
Level of theory: ωB97M-V with the def2-TZVPD basis set

* calculated total energy: -3571.08142 a.u.
* F_max: 3.6 eV/Å
* expectation value of S²: 0.781
* multiplicity: 2
* gap between HOMO and LUMO (spin up / spin down): 7.30 / 2.27 eV

The geometry in XYZ format:
```
136
Properties=species:S:1:pos:R:3:forces:R:3
P -1.4160 0.9662 0.4742 1.5 2.0 0.6
F -0.3045 0.0940 -0.4325 -0.4 0.2 1.1
F -2.4790 -0.1390 -0.0282 -0.6 -0.1 0.4
F -1.0980 0.1459 1.8851 -0.3 0.5 -1.8
F -2.5721 1.8817 1.2124 0.5 -1.3 0.2
F -0.2658 2.0905 0.8460 -0.2 -1.3 0.7
F -1.6519 1.8899 -0.8022 -0.8 -0.3 -1.5
C -3.8957 -1.0324 2.5390 -1.1 -0.7 0.8
O -3.8970 -1.7682 3.7478 -0.1 -0.6 0.1
C -2.6386 -1.9124 4.3528 0.3 0.0 -0.7
C -1.5441 -2.7210 3.6024 -0.8 0.0 1.7
O -1.6443 -4.1147 3.9256 -0.2 0.5 -0.6
C -0.5043 -4.7486 3.4143 0.2 -1.5 0.3
C -0.6231 -6.2957 3.3857 -1.5 0.5 0.4
O -0.9536 -6.8795 4.6740 0.9 -0.1 -1.1
C 0.1526 -7.3661 5.3966 0.9 0.1 0.0
H -3.5236 -0.0249 2.7251 0.4 -0.1 -0.5
H -4.9613 -0.9969 2.3122 0.0 0.3 -0.3
H -3.4267 -1.6193 1.7492 0.4 0.5 -0.1
H -2.8256 -2.3499 5.3334 0.2 -0.2 -0.1
H -2.2316 -0.9127 4.5041 0.2 0.3 0.1
H -0.6374 -2.3242 4.0590 0.5 -0.1 -0.2
H -1.4821 -2.5702 2.5247 -0.2 0.1 -0.1
H 0.3730 -4.4663 3.9962 0.2 0.1 0.1
H -0.3228 -4.4162 2.3922 0.1 0.0 -0.4
H 0.2056 -6.7247 2.8224 0.8 -0.1 0.8
H -1.4413 -6.6243 2.7449 -0.5 0.5 0.1
H 0.9278 -7.8286 4.7856 -0.1 -0.2 -0.6
H -0.1092 -8.1537 6.1031 -0.6 0.3 0.1
H 0.7014 -6.5725 5.9037 -0.2 0.2 0.4
C 5.8471 0.6389 -0.5769 -0.3 0.4 1.5
O 4.8172 0.1908 0.3027 2.4 -0.6 0.8
C 3.5481 0.1573 -0.2133 0.3 -0.5 -0.5
C 2.5976 -0.3794 0.8454 -0.9 -0.7 0.1
O 2.9730 -1.6413 1.4259 1.1 -0.2 0.2
C 2.0355 -2.7326 1.4359 -0.3 2.8 -1.1
C 2.6007 -3.9829 1.9543 0.2 0.5 1.8
O 2.5911 -3.7358 3.3928 0.3 -1.3 -0.2
C 3.1451 -4.8475 4.1302 -0.1 1.2 -0.9
H 5.9677 0.1910 -1.5633 -0.5 -0.7 0.0
H 6.7276 0.4496 0.0371 0.3 0.2 -0.5
H 5.7331 1.7114 -0.7348 0.1 0.3 -0.1
H 3.6683 -0.4773 -1.0913 -1.0 -0.1 -0.5
H 3.3821 1.2085 -0.4488 -1.3 0.1 -0.5
H 1.5844 -0.5251 0.4710 0.1 0.5 -0.4
H 2.5353 0.4079 1.5966 0.1 -0.3 0.4
H 1.6574 -2.7855 0.4150 -0.3 -0.5 -0.2
H 1.2233 -2.4968 2.1235 -0.4 0.2 -0.1
H 3.6053 -4.1716 1.5757 0.1 -0.2 0.1
H 1.8945 -4.7839 1.7356 0.2 -0.4 -0.2
H 2.6180 -5.7709 3.8901 0.1 -0.2 -0.2
H 3.0371 -4.6684 5.1999 0.1 0.2 -0.1
H 4.1918 -4.8572 3.8260 0.2 -0.7 0.4
C 6.3125 -3.1812 -9.7684 0.1 0.6 0.3
O 6.4985 -2.5082 -8.5589 -0.6 0.8 2.3
C 5.2510 -2.1043 -7.9278 0.2 0.6 -0.1
C 5.4912 -1.2304 -6.6833 1.0 0.1 0.7
O 4.3114 -0.9608 -5.9334 0.1 -0.3 -0.4
C 4.5161 -0.1354 -4.7853 -0.7 -1.4 0.0
C 3.1746 0.1882 -4.1681 -0.6 -0.1 0.3
O 2.5047 -0.9563 -3.5162 2.1 0.3 -1.3
C 1.2810 -0.6846 -2.9284 -0.4 1.2 -0.1
H 6.0841 -4.2275 -9.5657 -0.5 -0.1 -0.4
H 7.2540 -3.1363 -10.3159 0.0 0.0 0.0
H 5.5599 -2.5715 -10.2685 -0.3 -0.8 -0.8
H 4.5950 -2.9161 -7.6136 0.3 -0.6 -0.1
H 4.6707 -1.5388 -8.6568 -0.1 0.2 -0.2
H 6.0081 -0.2936 -6.8913 -0.2 0.4 -0.7
H 6.2294 -1.7090 -6.0399 0.0 -0.6 0.2
H 5.0596 0.7626 -5.0794 -0.2 0.3 0.1
H 5.0606 -0.6348 -3.9840 0.6 -0.4 -0.2
H 2.5776 0.6557 -4.9511 -0.6 -0.2 0.2
H 3.4056 0.9431 -3.4165 -0.3 0.2 0.3
H 1.2980 0.2902 -2.4410 -0.1 0.0 0.3
H 1.0095 -1.4415 -2.1925 0.4 -0.2 0.0
H 0.4944 -0.6125 -3.6795 -0.3 -0.1 -0.3
C -1.3600 -3.0540 -1.4716 1.9 -0.3 1.3
O -0.8072 -4.1207 -1.1492 -1.5 2.0 -0.9
N -2.2681 -2.9390 -2.4815 -1.7 0.2 -1.6
C -2.8257 -1.6387 -2.8608 0.4 0.6 0.6
C -2.8747 -4.0705 -3.1135 0.5 -1.0 0.3
H -1.2121 -2.0346 -1.0828 0.7 -0.4 0.8
H -2.3415 -0.8171 -2.3330 0.1 -0.2 0.3
H -3.8895 -1.6384 -2.6233 -0.1 -0.1 0.2
H -2.7737 -1.3917 -3.9212 0.3 -0.7 -0.2
H -3.8975 -4.1822 -2.7536 -0.3 0.4 -0.2
H -2.8308 -3.9305 -4.1936 -0.2 -0.1 0.0
H -2.3852 -4.9831 -2.7732 0.3 0.1 -0.3
C -7.5623 3.6492 1.8317 -0.5 0.0 -0.5
O -7.8674 4.6422 1.2057 -0.2 0.2 0.0
N -6.3326 3.3318 2.2259 0.2 -0.6 -0.1
C -6.0160 2.1072 2.8787 0.4 -1.3 0.3
C -5.1970 4.1518 2.0064 1.0 1.4 0.4
H -8.2834 2.8647 2.1088 -0.2 0.0 0.0
H -5.1398 1.6395 2.4295 0.3 0.3 -0.1
H -6.7448 1.3031 2.7770 -0.6 0.5 0.1
H -5.7855 2.2414 3.9356 -0.1 0.1 0.2
H -4.8023 4.4283 2.9840 0.3 0.0 0.3
H -4.3859 3.6371 1.4914 -0.3 0.0 -0.3
H -5.4109 5.1155 1.5440 -0.3 -0.5 -0.4
C -2.2708 5.2076 0.5568 0.1 0.0 -1.8
O -3.2769 5.5031 -0.0722 -0.3 -0.3 -0.1
N -1.7661 5.9372 1.5210 1.5 2.5 2.1
C -2.4013 7.1852 2.0340 0.4 -1.0 -0.2
C -0.6145 5.4862 2.3779 -2.0 -0.5 -1.0
H -1.5999 4.3927 0.2435 -0.2 -0.4 0.3
H -2.7657 6.9940 3.0434 -0.5 -0.1 0.0
H -3.1850 7.5355 1.3623 0.1 -0.2 0.1
H -1.6469 7.9573 2.1851 0.2 0.0 -0.4
H -0.1663 6.3450 2.8777 0.0 -0.2 -0.1
H -1.1858 4.8331 3.0375 1.0 -0.2 0.9
H 0.1008 4.9061 1.7949 0.0 0.1 0.1
C -0.8615 2.9015 -4.1635 0.4 -0.4 1.1
O 0.0874 2.3763 -4.7276 -0.4 0.3 -0.6
N -1.7315 3.8188 -4.6211 0.5 -0.3 0.3
C -2.8264 4.3367 -3.8222 -0.3 -0.1 -0.5
C -1.7185 4.2103 -6.0071 0.8 -0.5 0.0
H -1.0531 2.6299 -3.1138 -0.2 0.2 0.1
H -2.9500 3.9449 -2.8126 0.6 -0.1 0.0
H -3.7149 4.0307 -4.3744 -0.5 0.5 0.1
H -2.7250 5.4210 -3.7765 -0.3 0.0 0.1
H -2.6293 3.8502 -6.4854 -0.1 0.4 -0.2
H -1.5222 5.2764 -6.1210 -0.5 0.1 -0.1
H -0.8708 3.6938 -6.4575 -0.1 0.0 -0.1
C 2.2184 3.7085 4.4298 1.0 -0.2 -1.0
O 2.7825 3.7166 3.3358 -0.6 0.1 1.0
N 1.3022 2.8242 4.8482 -0.6 -0.7 -0.3
C 0.6030 3.0984 6.1441 1.1 -0.1 -1.3
C 0.8659 1.7116 3.9376 -1.1 0.7 0.5
H 2.4829 4.4155 5.2313 0.0 0.3 -0.1
H -0.1596 3.8709 6.0449 -0.6 -0.5 -0.2
H 1.3250 3.5891 6.7968 0.2 -0.5 0.3
H 0.2715 2.1314 6.5222 -0.2 0.4 0.3
H 0.7022 0.7974 4.5081 0.4 0.0 0.1
H -0.1096 1.9271 3.5018 -0.2 0.3 0.1
H 1.4644 1.5228 3.0464 0.6 0.4 0.7
```
Forces are in eV/Å.

2.
Formula: H17O9
Source: OMol25
Level of theory: ωB97M-V with the def2-TZVPD basis set

* calculated total energy: -687.34775 a.u.
* F_max: 9.0 eV/Å
* relative energy (zero: lowest compared OMol25 entry of this formula, charge and spin): 65.49 kcal/mol
* total charge: -1
* gap between HOMO and LUMO: 9.53 eV

The geometry in XYZ format:
```
26
Properties=species:S:1:pos:R:3:forces:R:3
O 2.9148 53.2648 42.7588 -0.3 0.8 -1.2
H 2.7206 53.7872 41.9585 0.1 -0.3 0.4
O 4.4364 51.5255 44.1388 -0.8 0.4 0.1
H 5.3754 51.5867 43.9811 0.1 0.2 -0.4
H 3.9881 52.2398 43.5988 0.8 -0.9 0.5
O 3.8397 55.4404 43.8487 3.0 -2.2 -0.7
H 4.8391 55.1176 43.9395 -3.3 1.2 -0.1
H 3.4560 54.6024 43.3285 0.5 1.3 1.4
O 0.9929 51.4698 43.1042 -1.1 -1.9 1.2
H 1.1421 50.9085 43.9202 0.1 1.5 -1.6
H 1.6655 52.1544 43.0259 0.8 -0.1 0.3
O 5.6096 53.2832 41.9239 -0.5 -2.5 -1.5
H 4.6736 53.4966 41.9374 -0.4 -0.1 0.2
H 6.0584 53.9770 42.3064 1.4 2.4 1.2
O 0.5711 55.0669 41.5333 4.0 -2.5 -0.8
H 0.7573 54.2257 42.0715 -1.2 1.7 -0.3
H 1.5128 54.9888 41.0508 -3.0 1.0 1.1
O 2.9233 51.3978 40.5915 -2.4 0.6 -2.4
H 2.0741 51.6864 40.0981 2.0 -1.1 1.0
H 2.8745 52.0424 41.2933 0.5 0.2 1.3
O 1.0800 54.1168 44.6022 2.3 2.3 2.4
H 1.6310 54.8143 45.2750 -1.9 -3.2 -3.4
H 1.7353 53.7036 43.9449 -0.5 1.2 1.4
O 3.2717 55.3630 39.7978 5.8 1.1 6.8
H 2.7942 54.9849 39.2125 -5.2 -3.3 -6.5
H 3.2147 56.2770 39.8992 -0.6 2.0 -0.2
```
Forces are in eV/Å.